(1)
The following is a DFT calculation (wB97M-V/def2-TZVPD) of a molecular structure, C29H54CaF6O27P.

Structure (ORCA input):
```
! wB97M-V def2-TZVPD RIJCOSX def2/J DEFGRID3
* xyz 1 1
Ca 0.606 12.027 -8.456
P -1.829 10.718 -9.236
F -1.833 9.273 -10.012
F -2.965 11.543 -10.039
F -2.885 10.122 -8.143
F -1.768 12.043 -8.385
F -0.636 10.080 -8.386
F -0.658 11.347 -10.172
C -2.263 7.847 -5.677
C -1.242 6.779 -5.300
C -1.822 5.381 -5.196
O -1.324 4.673 -6.320
C -0.174 5.270 -6.738
O 0.575 4.885 -7.686
O -0.120 6.503 -6.201
H -1.830 8.844 -5.588
H -3.057 7.843 -4.930
H -2.712 7.677 -6.655
H -0.925 7.189 -4.341
H -2.903 5.430 -5.321
H -1.604 4.950 -4.219
C -3.768 11.899 -5.060
C -4.618 13.208 -4.796
C -5.932 12.887 -4.218
O -6.054 13.668 -3.069
C -4.867 14.171 -2.750
O -4.582 14.799 -1.734
O -3.985 13.878 -3.749
H -2.743 12.117 -4.760
H -3.651 11.601 -6.102
H -3.956 10.953 -4.553
H -4.720 13.759 -5.731
H -6.046 11.869 -3.845
H -6.850 12.964 -4.800
C 1.291 7.481 -9.406
O 2.632 7.917 -9.177
C 3.007 9.173 -8.923
O 2.291 10.216 -8.804
O 4.379 9.175 -8.793
C 5.246 8.072 -8.953
H 0.778 8.146 -10.101
H 0.859 7.600 -8.413
H 1.272 6.467 -9.804
H 5.193 7.656 -9.960
H 4.982 7.256 -8.281
H 6.227 8.369 -8.580
C -4.919 9.355 -15.139
O -3.898 9.036 -14.225
C -2.706 9.624 -14.365
O -2.435 10.558 -15.090
O -1.960 9.004 -13.424
C -0.676 9.328 -13.316
H -4.636 9.098 -16.159
H -5.225 10.395 -15.026
H -5.845 8.832 -14.903
H -0.219 9.761 -14.205
H -0.065 8.460 -13.069
H -0.536 9.987 -12.459
C 2.795 9.740 -4.579
O 1.378 9.865 -4.486
C 0.645 10.638 -5.230
O 0.979 11.021 -6.345
O -0.486 11.004 -4.585
C -0.944 10.392 -3.390
H 3.185 9.277 -3.672
H 3.409 10.638 -4.642
H 2.870 9.158 -5.497
H -0.550 10.976 -2.558
H -0.499 9.402 -3.296
H -2.033 10.393 -3.428
C 4.985 12.662 -5.484
O 3.930 13.196 -6.153
C 3.765 13.098 -7.513
O 2.642 13.028 -8.082
O 4.926 13.367 -8.162
C 4.838 14.138 -9.316
H 5.883 13.142 -5.872
H 5.043 11.574 -5.493
H 4.875 13.119 -4.501
H 4.120 13.727 -10.026
H 5.853 13.986 -9.685
H 4.710 15.214 -9.202
C -2.070 14.646 -10.572
O -1.050 15.563 -10.708
C 0.158 15.191 -10.245
O 0.363 14.241 -9.498
O 1.091 16.064 -10.618
C 2.427 15.873 -10.170
H -1.879 13.575 -10.646
H -2.809 14.651 -11.373
H -2.657 14.772 -9.663
H 2.386 15.743 -9.088
H 3.061 16.723 -10.421
H 2.818 14.982 -10.661
C 0.164 13.095 -13.849
O 0.374 12.788 -12.553
C 1.605 12.427 -12.025
O 1.761 12.017 -10.794
O 2.523 12.391 -13.031
C 3.857 12.052 -12.701
H -0.522 12.463 -14.414
H 1.102 13.069 -14.404
H -0.207 14.101 -14.047
H 4.337 12.868 -12.161
H 4.375 11.913 -13.650
H 3.838 11.072 -12.224
C 0.707 14.889 -3.670
O 0.651 14.099 -4.879
C -0.266 14.107 -5.794
O -0.174 13.595 -6.910
O -1.374 14.810 -5.363
C -2.339 15.136 -6.309
H -0.188 14.577 -3.132
H 0.673 15.965 -3.843
H 1.543 14.535 -3.066
H -1.817 15.581 -7.156
H -3.077 15.775 -5.825
H -2.890 14.275 -6.687
*
```

Computed properties:
largest force on an atom	6.74	eV Å⁻¹
E_LUMO	-1.8	eV
calculated total energy	-130265.0509	eV
molecular weight	1019.8	g/mol

=====

(2)
The following is a DFT calculation (wB97M-V/def2-TZVPD) of a single C5H8N2 molecule.

Structure (ORCA input):
```
! wB97M-V def2-TZVPD RIJCOSX def2/J DEFGRID3
* xyz 0 1
C 2.003 -0.104 -1.709
C 0.556 0.313 -1.654
C -1.199 -0.375 0.345
C -0.492 -0.359 -0.933
N -0.533 -0.661 -2.153
N -0.520 0.027 1.336
C -1.162 0.216 2.612
H 2.098 -1.191 -1.631
H 2.441 0.216 -2.661
H 2.590 0.355 -0.904
H 0.390 1.366 -1.897
H -2.272 -0.620 0.371
H -2.258 0.285 2.554
H -0.760 1.138 3.041
H -0.883 -0.605 3.280
*
```

Computed properties:
largest force on an atom	0.50	eV Å⁻¹
relative energy (zero: lowest compared OMol25 entry of this formula, charge and spin)	62.7	kcal per mole
E_LUMO	0.3	eV
calculated total energy	-8292.2775	eV
molecular weight	96.1	g/mol
SMILES string	C/N=C/C1=N[C@@H]1C

=====

(3)
The following is a DFT calculation (wB97M-V/def2-TZVPD) of a single C4H12N2S molecule.

Structure (ORCA input):
```
! wB97M-V def2-TZVPD RIJCOSX def2/J DEFGRID3
* xyz 0 1
N -1.139 -1.491 0.792
C -0.270 -0.627 0.026
C 0.880 -0.174 0.917
C 1.867 0.841 0.264
S 3.527 0.172 -0.059
C -0.973 0.594 -0.645
N -2.386 0.440 -0.925
H -1.738 -2.044 0.193
H -1.746 -0.933 1.387
H 0.198 -1.228 -0.762
H 1.481 -1.047 1.192
H 0.523 0.220 1.868
H 1.964 1.706 0.906
H 1.518 1.173 -0.707
H 3.325 -0.181 -1.315
H -0.495 0.877 -1.585
H -0.878 1.412 0.065
H -2.621 -0.419 -1.400
H -3.036 0.709 -0.211
*
```

Computed properties:
largest force on an atom	0.98	eV Å⁻¹
relative energy (zero: lowest compared OMol25 entry of this formula, charge and spin)	9.6	kcal per mole
E_LUMO	0.9	eV
calculated total energy	-18157.6044	eV
molecular weight	120.2	g/mol
SMILES string	NC[C@H](N)CCS

=====

(4)
The following is a DFT calculation (wB97M-V/def2-TZVPD) of a molecular structure, C3H6LiO.

Structure (ORCA input):
```
! wB97M-V def2-TZVPD RIJCOSX def2/J DEFGRID3
* xyz 1 1
C 1.018 -1.567 0.632
C 1.092 -0.231 0.569
C -0.099 0.614 0.424
O -1.221 0.160 0.127
Li -2.672 -0.843 0.619
H 1.918 -2.183 0.651
H 0.056 -2.083 0.647
H 2.055 0.283 0.549
H -0.057 1.609 0.902
H -0.073 1.679 -1.718
H -0.732 1.295 -1.976
*
```

Computed properties:
largest force on an atom	2.67	eV Å⁻¹
E_LUMO	-4.9	eV
calculated total energy	-5453.0250	eV
molecular weight	65.0	g/mol

=====

(5)
The following is a DFT calculation (wB97M-V/def2-TZVPD) of a molecular structure, C3H8N2.

Structure (ORCA input):
```
! wB97M-V def2-TZVPD RIJCOSX def2/J DEFGRID3
* xyz 0 1
C 0.266 0.194 -1.037
C -0.002 -0.655 0.019
C -1.315 -0.730 0.592
N 1.629 0.061 -0.536
N 1.182 -0.781 0.587
H 0.053 -0.116 -2.070
H -0.236 1.209 -0.917
H 0.647 1.447 1.285
H -1.322 -1.610 1.406
H -2.185 -0.680 -0.017
H -1.450 0.167 1.214
H 2.548 -0.044 -1.087
H 0.185 1.536 0.562
*
```

Computed properties:
largest force on an atom	5.15	eV Å⁻¹
relative energy (zero: lowest compared OMol25 entry of this formula, charge and spin)	137.2	kcal per mole
E_LUMO	1.1	eV
calculated total energy	-6215.8977	eV
molecular weight	72.1	g/mol

=====

(6)
The following is a DFT calculation (wB97M-V/def2-TZVPD) of a gas-phase ion, C6H10N3O2S (charge -1).

Structure (ORCA input):
```
! wB97M-V def2-TZVPD RIJCOSX def2/J DEFGRID3
* xyz -1 3
C 0.669 -0.877 0.678
C -0.956 -2.261 0.776
C -0.527 -0.175 0.508
C 0.919 2.410 -0.780
C 1.356 -3.198 0.350
C -0.194 2.345 0.306
N -1.552 -1.117 0.620
N 0.416 -2.255 0.731
N -1.023 1.153 0.326
O -1.481 1.176 -2.292
O -2.746 2.727 -0.845
S -2.289 1.305 -1.030
H 1.686 -0.555 0.544
H -1.679 -3.056 0.927
H 0.583 1.720 -1.659
H 0.975 3.476 -0.910
H 1.881 1.937 -0.515
H 2.098 -2.851 -0.357
H 1.738 -3.592 1.428
H 0.958 -4.078 -0.066
H 0.165 2.648 1.319
H -0.995 3.118 -0.059
*
```

Computed properties:
largest force on an atom	6.64	eV Å⁻¹
E_LUMO (alpha / beta)	3.5 / 1.9	eV
calculated total energy	-25780.4149	eV
molecular weight	188.2	g/mol